{
  "formula": "C5H9N2O",
  "method": "ωB97M-V with the def2-TZVPD basis set",
  "smiles": "C[N+]1(C)CC=NC1=O",
  "orbital_gap_ev": 10.908,
  "total_charge": 1,
  "total_energy_ev": -10349.0867,
  "mol_weight_g_mol": 113.14,
  "relative_energy_kcal_mol": 81.50,
  "species": ["C", "C", "C", "C", "C", "N", "N", "O", "H", "H", "H", "H", "H", "H", "H", "H", "H"],
  "coordinates": [[-0.489388, -1.385700, -1.495039], [-0.219174, 0.844087, -1.179388], [-0.313153, -1.297592, 0.002622], [1.515101, 0.182273, 0.494146], [-0.815430, 1.021339, 0.988158], [-0.577788, -0.307290, -2.129847], [0.050301, 0.172932, 0.199596], [-0.071457, 1.955587, -1.355675], [-0.610746, -2.313834, -1.879544], [-1.302797, -1.364768, 0.439721], [0.511197, -2.047917, 0.207892], [1.977068, -0.443494, -0.182915], [1.835175, 1.133473, 0.408126], [1.509608, 0.107830, 1.606624], [-0.580386, 0.663774, 2.078875], [-0.633015, 2.134755, 0.999151], [-1.785116, 0.944545, 0.797496]],
  "atomic_forces_ev_per_a": [[-0.27, 2.95, 2.19], [-0.32, -5.92, -2.05], [0.36, 0.74, -0.64], [-2.82, 0.46, 3.28], [4.24, 0.79, 6.18], [0.80, 2.52, 0.25], [0.47, -0.74, -2.57], [0.25, 2.92, -0.65], [-0.44, -2.70, -1.67], [0.11, -1.06, 0.51], [-1.20, 1.15, 0.96], [1.28, -1.64, -0.70], [1.23, 3.37, -0.94], [0.80, -1.26, -0.81], [-0.99, 0.85, -1.65], [0.67, -1.38, -0.56], [-4.16, -1.04, -1.13]],
  "lowdin_charge": [-0.07, -0.35, -0.02, 0.07, 0.01, 0.21, -0.25, 0.27, 0.11, 0.15, 0.17, 0.10, 0.08, 0.15, 0.16, 0.15, 0.07]
}


{
  "formula": "C4H9N2",
  "method": "ωB97M-V with the def2-TZVPD basis set",
  "orbital_gap_ev": 10.038,
  "total_charge": 1,
  "total_energy_ev": -7263.9342,
  "mol_weight_g_mol": 85.13,
  "relative_energy_kcal_mol": 97.03,
  "species": ["C", "C", "C", "C", "N", "N", "H", "H", "H", "H", "H", "H", "H", "H", "H"],
  "coordinates": [[-2.452545, 0.446915, 0.003021], [1.235999, 1.005925, 0.796430], [1.241994, 0.902616, -0.746540], [0.014527, 0.565252, 0.046130], [-1.204508, 0.670436, 0.078329], [0.193537, -1.751572, -0.081745], [-3.054240, 1.126773, -0.396764], [-2.727437, -0.547218, 0.418443], [1.717504, 0.199480, 1.370852], [1.205828, 1.966511, 1.090907], [0.971593, 1.745097, -1.351865], [1.640349, 0.090553, -1.276693], [0.214457, -2.000639, 0.907626], [1.196813, -1.811430, -0.332977], [-0.193869, -2.608698, -0.525158]],
  "atomic_forces_ev_per_a": [[4.35, -3.76, 2.31], [-0.46, -3.32, -2.43], [-1.88, -0.63, 0.93], [1.74, 0.67, 0.61], [-2.39, 0.53, -0.73], [1.11, -1.58, 0.05], [-2.81, 2.93, -1.13], [-0.38, 0.65, -0.80], [-0.08, 0.74, -0.28], [0.06, 2.97, 1.73], [0.53, 0.70, -0.06], [0.95, -0.78, -0.45], [-0.15, 0.00, 0.04], [-0.65, 0.01, 0.04], [0.04, 0.88, 0.16]],
  "lowdin_charge": [0.18, 0.04, 0.01, -0.25, 0.12, 0.06, 0.06, 0.13, 0.14, 0.08, 0.13, 0.09, 0.06, 0.06, 0.08]
}


{
  "formula": "C48H62BrN12O5PS",
  "method": "ωB97M-V with the def2-TZVPD basis set",
  "orbital_gap_ev": 7.421,
  "total_energy_ev": -169061.1785,
  "mol_weight_g_mol": 1030.05,
  "species": ["N", "P", "C", "C", "C", "O", "Br", "C", "O", "S", "O", "O", "O", "H", "H", "H", "H", "H", "H", "H", "N", "C", "C", "C", "C", "H", "H", "H", "H", "H", "N", "C", "C", "C", "C", "H", "H", "H", "H", "H", "N", "C", "C", "C", "C", "H", "H", "H", "H", "H", "N", "C", "C", "C", "C", "H", "H", "H", "H", "H", "N", "C", "C", "C", "C", "H", "H", "H", "H", "H", "N", "C", "C", "C", "C", "H", "H", "H", "H", "H", "N", "C", "C", "C", "C", "H", "H", "H", "H", "H", "N", "C", "C", "C", "C", "H", "H", "H", "H", "H", "N", "C", "C", "C", "C", "H", "H", "H", "H", "H", "N", "C", "C", "C", "C", "H", "H", "H", "H", "H", "N", "C", "C", "C", "C", "H", "H", "H", "H", "H"],
  "coordinates": [[-4.976026, -6.340487, -0.528150], [-4.025124, -5.110655, -0.677433], [-3.391774, -4.471972, 0.975893], [-2.011520, -5.094859, 1.299490], [-0.933604, -4.072390, 1.017891], [-0.383847, -3.414832, 1.811408], [-0.524795, -3.810252, -0.861384], [-4.492813, -4.691141, 2.024151], [-5.272736, -3.478832, 1.932968], [-4.219763, -2.297964, 1.928805], [-3.537545, -2.287133, 3.185490], [-4.783718, -1.135078, 1.347342], [-3.294739, -3.030103, 0.830986], [-5.913057, -6.190374, -0.887367], [-2.839920, -5.421371, -1.348600], [-4.555213, -3.964163, -1.284923], [-1.920042, -5.371911, 2.353453], [-1.867875, -5.976669, 0.670264], [-4.083967, -4.805415, 3.033214], [-5.148693, -5.525610, 1.770229], [-2.806880, -5.316627, -4.777624], [-4.026134, -5.699724, -4.271943], [-4.685190, -6.390346, -5.250586], [-3.838071, -6.418665, -6.393960], [-2.684867, -5.758744, -6.070156], [-2.100503, -4.810894, -4.272363], [-4.309587, -5.457586, -3.262048], [-5.666055, -6.825244, -5.160038], [-4.049980, -6.882306, -7.342433], [-1.792846, -5.569201, -6.641643], [0.331122, -0.505041, -4.273706], [0.478789, -1.065736, -3.033439], [1.153732, -0.171892, -2.245080], [1.421380, 0.974315, -3.043012], [0.899043, 0.736911, -4.286640], [-0.136786, -0.929540, -5.054768], [0.081305, -2.040859, -2.795240], [1.420034, -0.319524, -1.211678], [1.934382, 1.870157, -2.735665], [0.878145, 1.345762, -5.174543], [1.015818, -2.396883, 4.320323], [1.297672, -2.957939, 5.532292], [2.117254, -2.098901, 6.217414], [2.338099, -0.971179, 5.378639], [1.644456, -1.189219, 4.213829], [0.434886, -2.808376, 3.608586], [0.891643, -3.915418, 5.806694], [2.511954, -2.257631, 7.207270], [2.935428, -0.101370, 5.603107], [1.544727, -0.588161, 3.325491], [2.664854, 2.035578, -9.875667], [2.675762, 0.903574, -9.107759], [1.841643, 1.118764, -8.043736], [1.299951, 2.426428, -8.177946], [1.830239, 2.965702, -9.318906], [3.192243, 2.165950, -10.719368], [3.274433, 0.051013, -9.377912], [1.637205, 0.412680, -7.256022], [0.604126, 2.914351, -7.515069], [1.684560, 3.926910, -9.781394], [-0.141585, 0.766110, 6.852219], [0.006628, 0.512392, 8.184916], [-0.965078, 1.207402, 8.857927], [-1.731625, 1.907456, 7.886020], [-1.196503, 1.611795, 6.658716], [0.443727, 0.382767, 6.126998], [0.786138, -0.139888, 8.539576], [-1.111487, 1.212259, 9.925189], [-2.576763, 2.550511, 8.067035], [-1.479105, 1.930379, 5.669809], [-3.193475, -2.381827, -5.285532], [-3.677869, -1.447529, -6.151575], [-2.975151, -0.283762, -5.956505], [-2.026582, -0.530605, -4.926514], [-2.194650, -1.833566, -4.532130], [-3.520877, -3.333289, -5.202760], [-4.472294, -1.687332, -6.837504], [-3.120540, 0.638384, -6.494760], [-1.308324, 0.163581, -4.519968], [-1.678079, -2.405397, -3.775564], [4.904178, 4.038828, 4.244466], [5.712554, 2.946940, 4.064417], [4.906914, 1.859161, 3.861827], [3.561291, 2.315201, 3.919893], [3.591940, 3.662784, 4.156614], [5.218375, 4.976041, 4.418809], [6.786114, 3.031818, 4.096041], [5.241311, 0.849392, 3.691863], [2.671493, 1.719275, 3.802745], [2.797350, 4.379532, 4.271304], [1.300092, 6.042411, -4.565270], [1.321285, 7.277614, -5.152447], [1.547403, 7.099979, -6.491640], [1.666072, 5.700825, -6.718987], [1.510590, 5.076580, -5.510410], [1.152293, 5.869641, -3.587690], [1.172031, 8.172088, -4.572606], [1.617754, 7.884166, -7.226797], [1.846239, 5.208751, -7.658483], [1.530570, 4.033423, -5.244285], [-3.807466, -5.253745, 6.268405], [-3.444298, -5.600500, 7.541649], [-2.618249, -4.620309, 8.021138], [-2.478331, -3.644155, 6.996778], [-3.219977, -4.062133, 5.924149], [-4.419647, -5.793318, 5.684516], [-3.808007, -6.505084, 7.997797], [-2.169794, -4.599478, 9.000290], [-1.907197, -2.732921, 7.044533], [-3.375750, -3.601953, 4.963340], [8.052787, 6.040319, 4.948663], [8.315394, 5.477018, 6.169195], [9.132833, 6.334312, 6.854190], [9.371126, 7.457974, 6.014194], [8.690553, 7.247576, 4.845858], [7.484980, 5.629571, 4.230610], [7.900475, 4.521927, 6.443517], [9.518177, 6.175592, 7.847224], [9.973414, 8.320823, 6.243656], [8.606196, 7.848739, 3.957106], [-2.534856, 2.646152, -2.251008], [-1.965670, 3.680315, -1.560411], [-1.650263, 4.661934, -2.462215], [-2.045941, 4.199176, -3.748300], [-2.589216, 2.952892, -3.582375], [-2.861947, 1.788679, -1.844126], [-1.835203, 3.631688, -0.493047], [-1.188039, 5.606250, -2.227715], [-1.942572, 4.721233, -4.684783], [-3.008261, 2.259930, -4.291878]],
  "atomic_forces_ev_per_a": [[0.11, 0.37, -0.14], [-0.87, -0.66, 0.17], [0.15, 0.11, -0.49], [-0.24, 0.09, 0.06], [-0.51, -0.41, -0.47], [0.51, 0.40, 0.75], [0.07, -0.12, -0.17], [-0.16, -0.13, 0.20], [-0.27, -0.24, 0.37], [0.13, 0.20, 0.10], [-0.21, 0.22, -0.73], [0.24, -0.50, 0.27], [0.36, 0.11, 0.14], [0.06, -0.16, 0.19], [0.20, 0.21, -0.04], [0.27, 0.25, -0.06], [-0.08, 0.07, -0.09], [0.13, 0.01, 0.17], [-0.03, 0.09, -0.13], [0.11, 0.10, -0.07], [0.05, -0.12, 0.07], [0.14, 0.01, 0.00], [-0.04, 0.08, -0.06], [-0.01, -0.06, 0.03], [0.00, 0.01, 0.07], [0.05, -0.11, 0.00], [-0.06, -0.09, -0.13], [-0.01, 0.00, -0.01], [0.00, 0.00, 0.00], [-0.01, 0.03, -0.01], [2.47, -0.48, 0.48], [0.08, -0.02, -0.20], [0.04, 0.16, 0.04], [-0.01, 0.02, 0.17], [0.19, -0.15, 0.00], [0.58, -0.18, 0.11], [0.19, 0.21, -0.14], [0.00, 0.01, 0.01], [-0.02, 0.01, 0.02], [0.02, 0.03, -0.01], [-0.04, -0.03, -0.05], [0.02, 0.03, 0.02], [-0.03, 0.02, -0.01], [0.04, 0.06, 0.02], [-0.05, 0.04, 0.03], [0.05, 0.07, 0.08], [-0.04, -0.02, 0.04], [0.01, -0.01, -0.01], [0.04, -0.03, -0.02], [0.03, -0.01, -0.01], [0.00, -0.01, -0.04], [0.00, 0.09, 0.01], [-0.08, -0.09, 0.05], [0.03, -0.07, 0.00], [0.02, 0.00, -0.06], [-0.02, 0.00, 0.02], [0.00, 0.00, 0.01], [0.03, -0.02, 0.00], [0.00, 0.02, -0.01], [-0.01, 0.00, 0.00], [-0.01, 0.00, -0.07], [0.00, 0.00, 0.01], [-0.02, 0.01, -0.02], [0.02, -0.02, 0.01], [0.01, 0.01, 0.01], [0.01, -0.09, 0.02], [0.00, 0.00, 0.00], [0.00, 0.00, 0.00], [0.00, 0.00, 0.00], [-0.01, 0.00, 0.00], [-0.19, -0.06, 0.02], [0.01, 0.12, -0.07], [-0.15, -0.20, 0.03], [-1.60, 0.69, -0.32], [-0.06, -0.21, 0.03], [0.00, 0.20, -0.12], [0.01, -0.01, -0.01], [0.01, 0.00, -0.01], [-1.54, 0.19, -0.15], [-0.16, 0.02, -0.06], [0.03, 0.04, -0.03], [-0.01, 0.05, 0.03], [-0.01, 0.01, 0.00], [-0.03, -0.04, -0.01], [0.04, -0.01, 0.00], [-0.05, -0.02, 0.06], [0.00, -0.01, 0.01], [0.00, 0.00, 0.00], [-0.01, 0.01, 0.00], [0.00, 0.00, 0.01], [0.02, 0.00, 0.02], [0.00, -0.03, 0.00], [-0.02, -0.01, 0.01], [0.00, 0.08, -0.01], [-0.04, 0.00, 0.05], [-0.04, -0.05, -0.02], [0.00, 0.01, 0.00], [0.00, 0.00, 0.00], [0.04, -0.01, 0.01], [0.00, 0.00, 0.00], [0.00, -0.07, -0.11], [-0.01, 0.02, 0.00], [0.00, 0.02, 0.00], [0.04, -0.01, -0.02], [0.02, -0.08, 0.09], [-0.01, 0.04, 0.04], [0.00, 0.00, 0.00], [0.00, 0.01, 0.00], [0.04, 0.05, 0.01], [-0.05, 0.00, 0.08], [-0.11, -0.01, -0.05], [0.00, 0.01, -0.02], [0.01, 0.03, -0.01], [0.00, -0.01, 0.02], [0.00, -0.02, 0.03], [0.10, -0.02, -0.03], [0.00, 0.00, 0.00], [0.00, 0.00, 0.00], [0.00, 0.00, 0.00], [0.01, 0.00, 0.00], [0.00, 0.03, 0.04], [0.00, -0.09, -0.01], [0.04, -0.04, -0.07], [0.02, 0.01, -0.01], [0.02, -0.02, 0.01], [0.03, 0.00, -0.01], [0.01, 0.00, 0.00], [-0.04, 0.04, 0.02], [0.02, 0.02, -0.01], [0.00, 0.00, -0.01]],
  "lowdin_charge": [-0.27, 0.77, -0.53, -0.11, -0.77, 0.08, 0.83, -0.15, -0.17, 0.62, -0.22, -0.18, -0.24, -0.01, -0.02, 0.04, 0.14, 0.11, 0.12, 0.12, -0.02, -0.15, -0.09, -0.10, -0.13, 0.13, 0.05, 0.10, 0.09, 0.11, -0.06, -0.16, -0.09, -0.09, -0.13, 0.11, 0.01, 0.09, 0.09, 0.10, 0.02, -0.13, -0.11, -0.14, -0.14, 0.10, 0.11, 0.09, 0.09, 0.11, 0.00, -0.14, -0.11, -0.12, -0.15, 0.14, 0.11, 0.07, 0.08, 0.11, 0.02, -0.15, -0.12, -0.12, -0.15, 0.10, 0.10, 0.09, 0.09, 0.10, 0.02, -0.12, -0.08, -0.13, -0.13, 0.11, 0.11, 0.09, 0.08, 0.08, 0.00, -0.15, -0.11, -0.11, -0.13, 0.13, 0.10, 0.09, 0.08, 0.11, 0.01, -0.14, -0.11, -0.11, -0.14, 0.13, 0.10, 0.09, 0.06, 0.10, -0.01, -0.14, -0.11, -0.10, -0.14, 0.13, 0.10, 0.09, 0.09, 0.07, -0.01, -0.14, -0.11, -0.11, -0.14, 0.12, 0.10, 0.09, 0.09, 0.10, 0.01, -0.14, -0.12, -0.11, -0.14, 0.14, 0.10, 0.08, 0.09, 0.09]
}